{"formula": "C4H3NiO4", "method": "the ωB97M-V functional and the def2-TZVPD basis", "total_charge": 2, "e_homo_ev": [-17.13, -18.23], "s2": 3.759, "spin_multiplicity": 4, "symbols": ["C", "C", "O", "O", "C", "H", "H", "H", "O", "Ni", "C", "O"], "coordinates": [[-1.2868, 0.2013, 2.1097], [-1.2020, -0.8067, -0.7781], [-0.8900, -0.8899, 2.3558], [-1.6685, 0.7822, 1.0053], [-1.1101, 0.4434, -0.2456], [-1.1979, -0.9046, -1.8640], [-1.5433, -1.6617, -0.1945], [-1.0578, 1.3400, -0.8650], [2.6283, 0.8107, -0.1847], [4.3003, 1.4445, 0.1653], [1.7413, 0.1150, -0.5359], [1.2863, -0.8742, -0.9682]], "forces_ev_per_a": [[0.356, -2.935, 3.726], [-0.849, -1.701, -0.442], [-0.191, 1.574, -1.056], [1.654, 0.896, -4.502], [-3.005, 2.235, 1.983], [0.458, -0.059, 0.128], [0.261, 0.052, 0.048], [0.269, -0.063, 0.104], [-3.662, -0.019, -0.248], [2.160, 0.909, 0.484], [3.402, -3.143, -1.059], [-0.852, 2.254, 0.833]]}



{"formula": "C11H20NO", "method": "the ωB97M-V functional and the def2-TZVPD basis", "total_charge": 1, "e_homo_ev": [-10.51, -12.58], "symbols": ["C", "C", "C", "C", "C", "C", "C", "C", "C", "C", "C", "N", "O", "H", "H", "H", "H", "H", "H", "H", "H", "H", "H", "H", "H", "H", "H", "H", "H", "H", "H", "H", "H"], "coordinates": [[2.7512, 1.0214, -0.7827], [2.7354, 0.8008, 0.7431], [-3.0229, -0.1293, -0.5525], [1.3365, 0.5550, -1.2718], [1.2227, 0.8592, 1.1689], [-1.6408, 0.0914, -1.2269], [-2.7987, 0.4029, 0.8964], [0.5567, 0.2319, -0.0190], [-0.8474, 0.9171, -0.2804], [0.4541, -1.2575, 0.4073], [0.8172, -2.4619, -0.4738], [-1.6466, 1.2592, 0.8593], [-0.2601, -1.4742, 1.5594], [2.8883, 2.0698, -0.7686], [3.5478, 0.3389, -1.2456], [3.0490, -0.1944, 1.0894], [3.2533, 1.7058, 1.2347], [-3.8834, 0.3823, -1.0528], [-3.2005, -1.2456, -0.4767], [0.8982, 1.3744, -1.8360], [1.2997, -0.2344, -1.9462], [1.0084, 0.2004, 1.9973], [0.9673, 1.8950, 1.1620], [-1.1427, -0.8229, -1.5532], [-1.6902, 0.5020, -2.2344], [-3.8042, 0.7936, 1.3892], [-2.4466, -0.3640, 1.4645], [0.2988, -2.5571, -1.4099], [0.7071, -3.4121, -0.1207], [1.8222, -2.3606, -0.8010], [-1.9173, 2.2738, 0.6847], [-1.0533, 1.2612, 1.6705], [-0.2590, -2.4223, 1.7255]], "forces_ev_per_a": [[0.166, -3.234, 0.648], [-0.436, 0.854, 1.554], [-0.113, -0.678, 0.152], [1.238, 1.669, 0.754], [1.954, -0.208, -1.433], [-1.232, 0.289, -1.187], [-4.300, 0.123, -0.589], [-2.173, -0.051, 0.819], [2.507, -3.272, -0.966], [-0.108, -0.218, -1.849], [-0.213, 3.225, -0.481], [-0.510, 4.111, -0.818], [0.101, 0.068, -0.457], [0.374, 1.000, -1.514], [-0.781, 1.751, 0.418], [0.690, 0.541, -0.187], [-0.262, -1.994, -0.365], [0.857, -0.543, 0.341], [-0.227, 1.417, -0.174], [-0.323, 0.170, 0.210], [0.526, -1.651, -1.196], [0.045, 0.980, 0.934], [-0.510, 0.932, 0.893], [0.059, -0.295, 0.890], [-0.565, 0.887, 0.013], [2.486, -0.249, -0.958], [0.424, -2.480, 1.711], [-0.845, 0.590, -0.709], [-0.306, -2.401, 1.969], [1.178, 0.108, -0.096], [0.220, -1.241, 0.580], [0.180, -0.106, 0.891], [-0.103, -0.094, 0.203]]}



{"formula": "FH3N2O", "method": "the ωB97M-V functional and the def2-TZVPD basis", "e_homo_ev": [-10.07, -8.84], "symbols": ["N", "N", "O", "F", "H", "H", "H"], "coordinates": [[-0.1413, -0.0128, 0.4158], [0.7450, 0.6955, -0.2491], [1.7575, 1.0577, 0.2601], [2.7914, -0.6122, -0.0374], [0.4075, -0.6088, 1.0360], [-0.7266, -0.5768, -0.0566], [0.4584, 0.9423, -1.2347]], "forces_ev_per_a": [[1.743, 0.265, 4.174], [-0.325, 1.789, -2.501], [0.409, -0.230, -0.260], [-0.256, 0.096, 0.085], [-0.024, 0.174, 0.433], [-2.395, -1.911, -2.842], [0.847, -0.183, 0.912]]}



{"formula": "C3H4O2S", "method": "the ωB97M-V functional and the def2-TZVPD basis", "e_homo_ev": -9.82, "symbols": ["C", "C", "C", "O", "O", "S", "H", "H", "H", "H"], "coordinates": [[-2.0677, -0.4946, -0.0923], [-0.8053, 0.2754, -0.6065], [0.0415, -0.4190, 0.3484], [-3.2060, -0.3208, -0.4106], [-1.5119, -1.2767, 0.7120], [1.2809, -1.2130, -0.4303], [-0.5169, -0.0699, -1.5325], [-0.7120, 1.3763, -0.7681], [0.1690, -0.1098, 1.3160], [1.9381, -1.7945, 0.6576]], "forces_ev_per_a": [[-0.413, 3.636, -2.779], [-1.290, 2.348, 0.202], [-1.935, -1.358, 0.185], [-0.476, -0.469, 0.215], [2.728, -2.231, 1.995], [1.852, -1.774, 0.573], [0.123, -1.014, -2.505], [-0.456, -0.686, 0.905], [0.441, 0.973, 2.126], [-0.575, 0.575, -0.917]]}



{"formula": "C5H7F", "method": "the ωB97M-V functional and the def2-TZVPD basis", "e_homo_ev": -9.49, "symbols": ["C", "C", "C", "C", "C", "F", "H", "H", "H", "H", "H", "H", "H"], "coordinates": [[-0.4899, 0.0991, -1.5014], [-0.3479, -0.3700, -0.4206], [-0.2992, 0.1983, -2.9050], [0.8608, 0.2778, 2.1556], [-0.4677, -0.4201, 1.6953], [-0.4001, -1.8558, 1.8313], [0.5964, 0.7190, -3.0306], [-0.4641, -0.6320, -3.5537], [-1.1052, 0.7875, -3.2454], [0.8801, 0.0676, 3.2713], [1.8639, -0.0643, 1.9126], [0.8444, 1.3278, 1.7867], [-1.4715, -0.1348, 2.0040]], "forces_ev_per_a": [[0.286, -1.151, -1.419], [-0.759, -0.025, 7.522], [-1.480, 0.847, -0.406], [-1.666, -0.197, 1.216], [3.144, -3.174, -4.601], [-0.110, 2.681, 0.403], [1.506, 0.628, -0.960], [0.629, -1.323, 0.195], [-0.797, 1.503, -0.750], [-0.300, 1.196, -0.874], [-0.549, -0.936, -1.084], [-0.304, -0.526, 0.969], [0.400, 0.477, -0.212]]}



{"formula": "C3H3F3S", "method": "the ωB97M-V functional and the def2-TZVPD basis", "e_homo_ev": -9.54, "smiles": "CC(=S)C(F)(F)F", "symbols": ["C", "C", "S", "C", "F", "F", "F", "H", "H", "H"], "coordinates": [[-0.1256, 0.0194, 0.0680], [-1.4135, 0.8150, -0.0661], [-2.8385, 0.4968, 0.5680], [-1.0236, 2.2969, -0.6524], [-0.1798, 2.1655, -1.6717], [-0.3817, 3.1028, 0.2003], [-2.1068, 3.0055, -1.1063], [0.1852, -0.0394, 1.1316], [-0.4558, -1.0305, -0.0939], [0.7734, 0.2892, -0.5074]], "forces_ev_per_a": [[-0.691, -1.676, 0.756], [2.221, 2.769, 0.224], [-0.020, -0.091, -0.382], [-1.572, -0.133, -0.383], [0.032, -0.389, -0.696], [-0.313, -0.512, 0.753], [0.829, -0.954, 0.512], [-0.288, 0.472, -0.389], [0.629, 0.455, -0.308], [-0.829, 0.060, -0.088]]}



Short version: calculated total energy = -1962.54209; -560.70997; -286.21478; -665.31256; -294.38000; -813.87331 hartree, in the order given.
Short version: ΔE to the lowest compared entry with this formula, charge and spin = 14.6; 39.5; 67.4; 45.9; 108.9; 3.8 kcal per mole, in the order given.